# 1
A structure of composition C55H46Cl2FeGeN2O2PSe. Source: the Open Molecules 2025 dataset; level of theory: ωB97M-V/def2-TZVPD.

Output
calculated total energy = -255442.5581 eV
highest occupied orbital energy (spin up / spin down) = -7.36 / -7.58 eV
expectation value of S² = 8.769
lowest unoccupied orbital energy (spin up / spin down) = 0.36 / -1.13 eV
frontier orbital gap (spin up / spin down) = 0.2835 / 0.2372 Eh
ΔE to the lowest compared entry with this formula, charge and spin = 12.0 kcal/mol

The geometry in ORCA input format:
```
! wB97M-V def2-TZVPD RIJCOSX def2/J DEFGRID3
* xyz 0 6
Fe 0.43714 0.29719 -0.04366
N 0.12568 -0.51664 2.11315
C -1.12183 -1.10452 2.52924
C -1.47599 -1.13374 3.87289
C -2.63172 -1.78975 4.26402
C -3.42444 -2.43485 3.32390
C -3.08584 -2.36998 1.98493
C -1.95086 -1.67575 1.57075
P -1.59556 -1.28433 -0.16106
C -1.84833 -2.79703 -1.11221
C -0.82226 -3.73683 -1.08908
C -0.96330 -4.94405 -1.74882
C -2.13283 -5.21631 -2.44548
C -3.15260 -4.28084 -2.47896
C -3.01607 -3.07333 -1.81181
C -2.96825 -0.18586 -0.63496
C -3.03602 0.21881 -1.96860
C -4.04677 1.06491 -2.38615
C -4.98921 1.52930 -1.48030
C -4.90994 1.14908 -0.15275
C -3.90334 0.29631 0.27289
H 0.43656 0.19179 2.77373
H 0.84780 -1.23916 2.13516
H -0.83107 -0.67017 4.60718
H -2.90344 -1.81625 5.30986
H -4.31130 -2.96798 3.63492
H -3.71759 -2.83475 1.24004
H 0.10162 -3.51736 -0.56614
H -0.15871 -5.66454 -1.73208
H -2.24468 -6.15568 -2.96856
H -4.05935 -4.48584 -3.03076
H -3.81237 -2.34206 -1.85361
H -2.30515 -0.14156 -2.68006
H -4.08710 1.36759 -3.42321
H -5.77251 2.19845 -1.80668
H -5.62985 1.52157 0.56280
H -3.85312 0.02166 1.31569
Cl -3.12031 -2.09333 -5.04733
C -2.64744 -1.83724 -6.70424
C -3.42590 -2.37821 -7.70757
C -3.07410 -2.17049 -9.03254
C -1.92636 -1.45820 -9.33192
C -1.14041 -0.95196 -8.31307
Cl 0.36831 -0.20565 -8.73502
C -1.49266 -1.08628 -6.96452
N -0.73642 -0.57880 -5.93104
C -0.35153 0.75937 -5.82777
C -1.00642 1.76055 -6.54192
C -0.62664 3.08253 -6.40962
C 0.40171 3.43200 -5.54546
C 1.04176 2.43665 -4.82397
C 0.68730 1.10047 -4.95137
C 1.42865 0.05298 -4.15330
C 0.53372 -0.44285 -3.02684
O -0.41662 -1.17832 -3.24134
O 0.80455 0.01941 -1.85896
H -4.30409 -2.94303 -7.44022
H -3.68405 -2.57347 -9.82545
H -1.60936 -1.31317 -10.35255
H -0.76404 -1.08185 -5.03918
H -1.82161 1.49297 -7.20053
H -1.14249 3.84215 -6.98004
H 0.70457 4.46130 -5.43452
H 1.84331 2.69210 -4.14229
H 2.32968 0.49891 -3.73507
H 1.70697 -0.79234 -4.78518
Se -0.04388 2.53039 0.40953
C -1.60266 3.34434 -0.34852
C -2.66025 3.70630 0.48080
C -3.74453 4.39329 -0.04344
C -3.78652 4.71706 -1.38931
C -2.73686 4.35185 -2.21754
C -1.64541 3.66864 -1.70402
H -2.62771 3.45749 1.53249
H -4.55951 4.67806 0.60897
H -4.63369 5.25452 -1.79195
H -2.76060 4.59988 -3.27025
H -0.82335 3.38740 -2.34999
C 3.78210 -1.26261 -0.86469
Ge 2.95692 0.00581 0.39432
C 4.04670 1.63210 0.26402
C 3.64865 2.76222 -0.43954
C 4.49816 3.84975 -0.57892
C 5.76364 3.82225 -0.01717
C 6.17731 2.70079 0.68591
C 5.32516 1.61748 0.82110
C 3.27077 -0.71824 2.20846
C 3.58246 -2.04541 2.35740
C 3.74840 -2.64272 3.62861
C 3.57443 -1.90066 4.75536
C 3.21585 -0.53126 4.66279
C 2.97779 0.23911 5.82614
C 2.59059 1.54359 5.73352
C 2.42969 2.13769 4.46516
C 2.66972 1.41945 3.32934
C 3.06990 0.06143 3.39106
H 4.66494 -1.70040 -0.40290
H 4.09714 -0.69466 -1.73750
H 3.12100 -2.05798 -1.19296
H 2.65706 2.80872 -0.87804
H 4.16710 4.72342 -1.12536
H 6.42558 4.67150 -0.12377
H 7.16405 2.67052 1.13037
H 5.66039 0.75401 1.38210
H 3.72117 -2.67051 1.48506
H 4.01363 -3.68844 3.69873
H 3.69669 -2.34071 5.73533
H 3.09850 -0.23306 6.79218
H 2.40577 2.12281 6.62748
H 2.12357 3.17062 4.38946
H 2.54968 1.90188 2.36730
*
```

***

# 2
A structure of composition C55H46Cl3I2KN5O4S3Sb in a non-equilibrium geometry. Source: the Open Molecules 2025 dataset; level of theory: ωB97M-V/def2-TZVPD.

Output
calculated total energy = -182561.4466 eV
highest occupied orbital energy = -1.97 eV
lowest unoccupied orbital energy = 3.37 eV
frontier orbital gap = 0.1962 Eh
ΔE to the lowest compared entry with this formula, charge and spin = 9.7 kcal/mol

The geometry in ORCA input format:
```
! wB97M-V def2-TZVPD RIJCOSX def2/J DEFGRID3
* xyz -2 1
K 0.65976 0.89206 0.17764
C -0.43813 3.64674 5.73020
O -0.31809 3.13126 4.43471
C -1.34245 3.41002 3.55660
C -2.52185 4.00876 3.91792
C -3.53161 4.22762 2.97022
C -3.30966 3.83577 1.66838
C -2.11519 3.23038 1.26288
C -2.03711 2.88306 -0.16673
N -0.98288 2.54265 -0.79909
N -1.22469 2.31985 -2.18018
C -0.35591 1.51034 -2.72342
O 0.60914 0.83879 -2.22597
C -0.60979 1.29094 -4.19885
C -1.29830 2.22210 -4.97009
C -1.49861 2.00247 -6.32319
C -1.02303 0.84003 -6.91947
C -0.33802 -0.09164 -6.15601
C -0.12354 0.13535 -4.80443
C -1.07766 2.95792 2.20963
O -0.00114 2.34803 1.94319
H 0.51019 3.44592 6.22653
H -1.24464 3.15334 6.29048
H -0.63530 4.72678 5.71436
H -2.68412 4.30559 4.94889
H -4.46238 4.69257 3.26749
H -4.07732 3.99209 0.91839
H -2.98251 2.95223 -0.71853
H -1.67271 3.11198 -4.48185
H -2.02728 2.74160 -6.91670
H -1.17904 0.66971 -7.97971
H 0.05287 -0.99152 -6.61657
H 0.45170 -0.54999 -4.20230
S 1.80299 -3.17085 2.44065
C 1.42131 -3.32937 0.75179
C 1.43414 -4.59530 0.12464
C 1.13706 -4.71775 -1.20904
C 0.81284 -3.57036 -1.94069
C 0.82336 -2.36743 -1.25970
N 1.11007 -2.24334 0.03453
H 1.68954 -5.45961 0.72531
H 1.15373 -5.69784 -1.67309
H 0.58409 -3.59239 -2.99613
H 0.60353 -1.43909 -1.77796
I 2.83226 1.22553 3.98912
C 1.01853 0.13428 3.94281
I 0.27492 -0.48086 5.83929
H 1.20484 -0.78113 3.38060
H 0.30351 0.81527 3.49405
Cl -8.36854 -1.93799 3.47012
C -6.81584 -2.70103 3.23499
C -6.33024 -2.88360 1.95081
C -5.10177 -3.49612 1.78522
C -4.33347 -3.92077 2.86900
C -2.96745 -4.53604 2.64695
C -1.81724 -3.57450 3.00594
N -2.01570 -2.18200 2.67296
C -2.61652 -1.25112 3.48445
C -2.52891 -0.06709 2.82674
N -1.89415 -0.23082 1.61895
C -1.58155 -1.49792 1.58084
O -2.89679 -5.13225 1.36195
C -2.36993 -4.33728 0.30177
C -2.96487 -4.75761 -1.00287
C -3.04797 -6.01665 -1.51412
Cl -2.47641 -7.47748 -0.79761
S -3.76689 -6.07992 -3.06381
C -3.97257 -4.38253 -3.07412
C -3.50710 -3.81345 -1.92750
C -4.87438 -3.72151 4.12965
Cl -3.99252 -4.23826 5.55248
C -6.10387 -3.11877 4.34066
H -6.90218 -2.54901 1.09936
H -4.72445 -3.66218 0.78714
H -2.85141 -5.38555 3.33154
H -0.87184 -3.92263 2.57794
H -1.65273 -3.60412 4.08649
H -2.99676 -1.51708 4.45251
H -2.87960 0.89997 3.14414
H -1.00610 -1.98045 0.81542
H -1.27680 -4.43210 0.27035
H -2.60261 -3.28230 0.44254
H -4.41058 -3.88065 -3.91737
H -3.52077 -2.75250 -1.73240
H -6.48313 -2.98055 5.34070
S 3.38171 -0.15803 -4.16557
Sb 3.53432 1.32193 -2.47891
C 5.39895 2.32355 -2.85911
C 5.49940 3.68687 -3.08930
C 6.73170 4.27086 -3.36163
C 7.87518 3.49456 -3.39689
C 7.78474 2.13016 -3.16005
C 6.55569 1.55222 -2.89952
C 4.15308 0.45826 -0.68250
C 4.86717 1.18030 0.26898
C 5.43560 0.51555 1.33776
C 5.28716 -0.85906 1.46469
C 4.59115 -1.58031 0.51699
C 4.03398 -0.91663 -0.57251
C 2.46321 3.05857 -1.95880
C 1.94292 3.85091 -2.97311
C 1.25615 5.01065 -2.66375
C 1.07830 5.38168 -1.34202
C 1.57893 4.58483 -0.32938
C 2.27025 3.42277 -0.63382
H 4.61702 4.31534 -3.04485
H 6.78867 5.33891 -3.53866
H 8.83594 3.94856 -3.60525
H 8.67421 1.51344 -3.17860
H 6.49629 0.48424 -2.73060
H 4.99481 2.25223 0.16726
H 5.97997 1.07477 2.08644
H 5.69868 -1.36191 2.33039
H 4.44250 -2.64355 0.63175
H 3.51831 -1.47669 -1.34610
H 2.03950 3.55073 -4.01061
H 0.82946 5.61185 -3.45640
H 0.51005 6.27040 -1.10012
H 1.38517 4.82059 0.70649
H 2.61599 2.81273 0.19486
*
```

***

# 3
A structure of composition C55H46CsIN3O5STe in a non-equilibrium geometry. Source: the Open Molecules 2025 dataset; level of theory: ωB97M-V/def2-TZVPD.

Output
calculated total energy = -99267.8300 eV
highest occupied orbital energy = -4.28 eV
lowest unoccupied orbital energy = 1.94 eV
frontier orbital gap = 0.2285 Eh
ΔE to the lowest compared entry with this formula, charge and spin = 0.0 kcal/mol

The geometry in ORCA input format:
```
! wB97M-V def2-TZVPD RIJCOSX def2/J DEFGRID3
* xyz -1 1
Cs -0.24302 1.45038 0.36993
C -0.63846 -1.77453 4.33749
C -1.66479 -0.68449 4.50092
N -2.16168 -0.54203 5.70817
C -3.09475 0.41096 5.93750
C -3.56305 1.24070 4.95460
C -4.61862 2.24120 5.34512
O -5.91822 1.93118 4.81114
C -3.03245 1.13617 3.64599
C -3.58055 2.09586 2.66759
N -3.01240 2.56555 1.62573
C -3.63647 3.68910 1.02619
C -4.11156 4.74976 1.80464
C -4.65707 5.88911 1.23052
C -4.73603 6.00457 -0.14949
C -4.26181 4.96860 -0.94300
C -3.71562 3.83286 -0.36437
I -3.02696 2.32721 -1.61440
C -2.04078 0.15638 3.36264
O -1.51770 -0.00460 2.21030
H -1.04241 -2.71531 4.72005
H 0.24518 -1.53889 4.94234
H -0.33537 -1.92001 3.30772
H -3.46416 0.50380 6.95493
H -4.39099 3.24486 4.98623
H -4.65971 2.28720 6.43460
H -6.04831 0.98451 4.93115
H -4.57277 2.47547 2.93125
H -4.01905 4.67683 2.88188
H -5.00879 6.69280 1.86709
H -5.15023 6.89300 -0.60962
H -4.31448 5.03776 -2.02165
C 1.77842 -1.08437 -7.00664
C 1.53255 -0.66196 -5.57500
C 2.49219 -0.00182 -4.82032
C 2.25118 0.40557 -3.51358
C 3.31384 1.18567 -2.82009
O 4.49407 0.89447 -2.89998
C 2.90976 2.41973 -2.04804
C 1.73686 3.09424 -2.36751
C 1.36060 4.21635 -1.64551
C 2.15825 4.67567 -0.59978
C 3.34699 4.02146 -0.29986
C 3.72592 2.90337 -1.03611
C 1.02487 0.11543 -2.83180
O 0.87579 0.40068 -1.60201
C 0.02714 -0.58236 -3.62290
C 0.31881 -0.92569 -4.93908
C -1.25356 -1.07189 -3.01852
N -1.63667 -0.67653 -1.87095
C -2.74641 -1.29432 -1.15203
C -2.19498 -2.36677 -0.19439
Te -0.23416 -1.90142 0.54750
C 0.66851 -3.33962 -0.74661
C 0.29092 -4.68683 -0.67582
C 0.83141 -5.62670 -1.54913
C 1.77437 -5.23838 -2.49919
C 2.17614 -3.91018 -2.56012
C 1.62640 -2.97032 -1.68840
C -2.01001 -2.14107 -3.77458
C -3.14914 -1.82016 -4.50496
C -3.85793 -2.81042 -5.17574
C -3.43122 -4.13208 -5.11746
C -2.29117 -4.45618 -4.38982
C -1.57853 -3.46375 -3.72547
H 2.69974 -0.64137 -7.39074
H 0.96437 -0.76976 -7.66571
H 1.87172 -2.17086 -7.10865
H 3.46581 0.22318 -5.25061
H 1.11495 2.72894 -3.17582
H 0.43941 4.73338 -1.89081
H 1.85192 5.53964 -0.02204
H 3.97044 4.37612 0.51188
H 4.65110 2.37880 -0.82510
H -0.43951 -1.46058 -5.50556
H -3.50936 -1.73737 -1.79707
H -3.21936 -0.50767 -0.56200
H -2.06618 -3.32034 -0.70735
H -2.85357 -2.51063 0.66094
H -0.43472 -5.00197 0.06607
H 0.51936 -6.66300 -1.48472
H 2.19250 -5.96795 -3.18342
H 2.90597 -3.58831 -3.29513
H 1.94166 -1.93833 -1.74891
H -3.48325 -0.78824 -4.54148
H -4.74294 -2.55000 -5.74269
H -3.98455 -4.90531 -5.63674
H -1.95044 -5.48430 -4.33878
H -0.67821 -3.71228 -3.16930
O 1.67594 1.89183 1.95669
S 1.70648 0.65560 2.80716
C 3.05083 0.88355 3.96746
C 4.15753 1.62758 3.58248
C 5.19158 1.79497 4.48670
C 5.11315 1.22591 5.75887
C 3.99113 0.50222 6.13224
C 2.94099 0.33711 5.23279
C 2.63107 -0.58297 1.86811
C 2.69193 -1.88455 2.35178
C 3.46033 -2.81742 1.67340
C 4.15146 -2.44688 0.52457
C 4.06873 -1.14795 0.04453
C 3.29646 -0.20382 0.71288
H 4.19083 2.07124 2.59235
H 6.06489 2.36885 4.20129
H 5.92787 1.35891 6.46076
H 3.92037 0.07646 7.12503
H 2.04624 -0.20808 5.51617
H 2.14576 -2.16630 3.24570
H 3.49926 -3.83973 2.02786
H 4.73082 -3.18517 -0.01672
H 4.58233 -0.86139 -0.86673
H 3.19905 0.81247 0.34906
*
```

***

# 4
A structure of composition C55H46N9O3P2RhS in a non-equilibrium geometry. Source: the Open Molecules 2025 dataset; level of theory: ωB97M-V/def2-TZVPD.

Output
calculated total energy = -109746.2661 eV
highest occupied orbital energy = -12.30 eV
lowest unoccupied orbital energy = -5.57 eV
frontier orbital gap = 0.2474 Eh

The geometry in ORCA input format:
```
! wB97M-V def2-TZVPD RIJCOSX def2/J DEFGRID3
* xyz 2 1
Rh 0.78818 0.59963 0.61211
N 1.74907 -0.63336 4.51936
C 1.51654 -0.99877 3.26224
N 1.13064 0.07727 2.59737
C 1.16622 1.08053 3.51174
N 1.53043 0.68656 4.70367
C 0.94103 2.45094 3.06746
C 0.85843 3.51252 3.95464
N 0.72579 4.76250 3.53223
C 0.70119 4.93838 2.21886
C 0.77127 3.88186 1.31814
N 0.87772 2.62045 1.73260
H 2.06541 -1.20451 5.28869
H 1.65055 -1.99338 2.86621
H 0.90176 3.33092 5.02146
H 0.61401 5.95333 1.85131
H 0.74720 4.06368 0.25733
C -3.64328 -2.03192 -3.90194
C -3.70026 -0.54083 -3.52529
C -4.83589 0.14341 -4.29466
C -2.36142 0.10886 -3.86575
C -2.02090 0.53830 -5.14073
C -0.79759 1.14725 -5.40677
C 0.11833 1.34323 -4.39160
C -0.17254 0.88912 -3.10367
P 0.97504 1.28040 -1.74141
C 2.57581 0.79539 -2.46725
C 3.77574 1.40153 -2.08254
C 4.97731 1.03768 -2.66278
C 5.00342 0.04883 -3.63791
C 3.82543 -0.56984 -4.01756
C 2.62032 -0.20378 -3.43716
C 0.81803 3.09897 -1.86052
C 1.85573 4.01671 -1.97817
C 1.57922 5.37935 -2.04745
C 0.27141 5.83453 -2.01023
C -0.77462 4.92252 -1.91635
C -0.50232 3.56825 -1.84051
C -1.38974 0.27507 -2.88570
O -1.58989 -0.08842 -1.59641
C -2.86453 -0.23819 -1.15844
C -2.98313 -0.16390 0.21665
C -4.25131 -0.28605 0.78051
C -5.34543 -0.47654 -0.04410
C -5.18273 -0.54716 -1.42452
C -3.93492 -0.42037 -2.02233
P -1.50206 -0.03311 1.26360
C -2.08734 1.27966 2.39585
C -2.57442 1.10596 3.68939
C -3.09438 2.18593 4.39363
C -3.16601 3.43956 3.80748
C -2.74040 3.61007 2.49594
C -2.20611 2.53922 1.80213
C -1.61961 -1.62386 2.15286
C -1.27554 -1.76641 3.49983
C -1.45659 -2.97469 4.15688
C -1.97842 -4.06329 3.47141
C -2.31733 -3.93563 2.13290
C -2.14620 -2.72553 1.47822
H -3.48017 -2.14446 -4.97477
H -4.58141 -2.52409 -3.64115
H -2.83094 -2.53839 -3.37746
H -4.68162 0.06519 -5.36934
H -4.91440 1.19904 -4.03248
H -5.79035 -0.33687 -4.08518
H -2.72608 0.41619 -5.95176
H -0.57117 1.48325 -6.40906
H 1.05408 1.84791 -4.59646
H 3.78233 2.17675 -1.33347
H 5.89189 1.53115 -2.35978
H 5.94028 -0.23377 -4.09926
H 3.83661 -1.35263 -4.76358
H 1.72175 -0.72237 -3.73461
H 2.88114 3.69300 -2.05027
H 2.39466 6.08296 -2.15002
H 0.06343 6.89419 -2.07612
H -1.80025 5.26745 -1.91470
H -1.32584 2.86458 -1.77745
H -4.38456 -0.24221 1.85416
H -6.33314 -0.57315 0.38471
H -6.05702 -0.70191 -2.04240
H -2.58492 0.13216 4.15516
H -3.46464 2.03629 5.39911
H -3.57664 4.27477 4.35882
H -2.83669 4.57452 2.01391
H -1.90823 2.67405 0.76692
H -0.90515 -0.92181 4.06299
H -1.21410 -3.05784 5.20873
H -2.13443 -5.00387 3.98315
H -2.72203 -4.77970 1.59096
H -2.42544 -2.64488 0.43814
N 2.72558 -7.11539 2.65096
C 2.36986 -6.05491 1.88001
C 1.35425 -5.17343 2.29587
C 1.00402 -4.09981 1.50925
C 1.66189 -3.86678 0.30479
C 2.66787 -4.73019 -0.12074
C 3.01555 -5.81157 0.65732
S 1.19504 -2.53765 -0.70989
O 1.98103 -2.59433 -1.90330
O -0.23244 -2.42212 -0.80363
N 1.61533 -1.17632 0.16591
C 2.90005 -0.76945 0.37620
N 2.86051 0.54124 0.72075
C 4.00020 1.16615 1.00739
C 5.18830 0.47265 0.95283
C 5.12384 -0.87317 0.58448
N 3.99313 -1.51105 0.30437
H 2.19299 -7.35966 3.46518
H 3.37320 -7.79991 2.30548
H 0.82971 -5.36198 3.22497
H 0.18289 -3.45785 1.80744
H 3.17346 -4.54044 -1.05686
H 3.79264 -6.48696 0.32276
H 3.93988 2.21176 1.28690
H 6.12801 0.95193 1.18053
H 6.02997 -1.46513 0.52264
*
```